Formula: C32H72NO3P2
Source: the OMol25 dataset
Level of theory: wB97M-V/def2-TZVPD

The LUMO energy comes out at -1.58 eV. As for the net charge: +1. The value obtained for the orbital gap is 9.526 eV.

CARTESIAN COORDINATES (ANGSTROEM)
1 C -21.86 -10.04 11.78
2 C -20.48 -10.58 12.05
3 C -19.44 -9.65 12.76
4 C -19.68 -9.19 14.11
5 P -18.96 -10.24 15.42
6 C -17.11 -10.53 15.19
7 C -16.35 -9.29 14.78
8 C -14.80 -9.40 14.85
9 C -14.09 -8.20 14.16
10 C -19.75 -11.91 15.23
11 C -21.29 -11.98 15.26
12 C -21.87 -13.47 15.33
13 C -23.25 -13.70 14.72
14 C -19.45 -9.29 17.04
15 C -18.42 -9.57 18.19
16 C -18.79 -8.98 19.53
17 C -19.45 -9.86 20.64
18 H -22.54 -10.82 11.43
19 H -21.83 -9.35 10.94
20 H -22.29 -9.46 12.60
21 H -20.09 -11.00 11.12
22 H -20.69 -11.48 12.63
23 H -19.42 -8.69 12.23
24 H -18.42 -9.93 12.47
25 H -20.74 -9.18 14.37
26 H -19.40 -8.14 14.21
27 H -16.92 -11.24 14.38
28 H -16.73 -10.96 16.12
29 H -16.67 -8.46 15.40
30 H -16.71 -8.92 13.81
31 H -14.68 -10.32 14.28
32 H -14.49 -9.75 15.84
33 H -14.33 -8.27 13.10
34 H -13.02 -8.06 14.29
35 H -14.59 -7.27 14.42
36 H -19.29 -12.56 15.97
37 H -19.45 -12.29 14.25
38 H -21.70 -11.50 14.38
39 H -21.71 -11.42 16.10
40 H -21.79 -13.61 16.41
41 H -21.23 -14.20 14.84
42 H -23.41 -14.77 14.57
43 H -23.22 -13.43 13.66
44 H -24.10 -13.35 15.30
45 H -20.49 -9.57 17.23
46 H -19.34 -8.22 16.86
47 H -17.54 -9.11 17.74
48 H -18.15 -10.60 18.39
49 H -19.39 -8.08 19.38
50 H -17.91 -8.58 20.02
51 H -20.23 -10.57 20.35
52 H -19.99 -9.28 21.39
53 H -18.63 -10.44 21.06
54 C -13.30 -13.50 17.32
55 C -13.79 -14.50 18.39
56 C -14.38 -13.76 19.66
57 C -14.62 -14.71 20.79
58 P -16.07 -15.75 20.84
59 C -17.46 -14.68 20.24
60 C -17.97 -13.45 21.04
61 C -19.01 -12.49 20.45
62 C -20.08 -13.22 19.69
63 C -15.82 -17.21 19.66
64 C -16.50 -17.12 18.22
65 C -15.89 -17.88 16.99
66 C -16.46 -17.43 15.67
67 C -16.14 -16.33 22.63
68 C -15.06 -17.36 23.03
69 C -14.60 -16.95 24.49
70 C -13.25 -16.19 24.39
71 H -14.18 -13.03 16.90
72 H -12.82 -13.99 16.48
73 H -12.69 -12.65 17.64
74 H -13.03 -15.19 18.75
75 H -14.46 -15.16 17.85
76 H -15.30 -13.26 19.35
77 H -13.90 -12.83 19.99
78 H -14.72 -14.05 21.65
79 H -13.69 -15.27 20.96
80 H -18.31 -15.33 20.02
81 H -17.03 -14.46 19.26
82 H -17.23 -12.79 21.50
83 H -18.29 -13.87 21.99
84 H -18.62 -11.90 19.62
85 H -19.51 -11.75 21.09
86 H -20.70 -12.57 19.06
87 H -20.72 -13.62 20.47
88 H -19.88 -14.12 19.12
89 H -16.27 -17.90 20.36
90 H -14.75 -17.43 19.64
91 H -16.51 -16.05 18.01
92 H -17.54 -17.42 18.24
93 H -15.97 -18.97 17.06
94 H -14.82 -17.80 17.15
95 H -16.20 -16.38 15.48
96 H -17.54 -17.55 15.66
97 H -16.19 -17.99 14.78
98 H -17.10 -16.84 22.69
99 H -16.20 -15.39 23.18
100 H -14.24 -17.41 22.31
101 H -15.49 -18.36 23.09
102 H -14.43 -17.89 25.01
103 H -15.36 -16.37 25.02
104 H -12.57 -16.80 23.80
105 H -12.78 -15.86 25.32
106 H -13.33 -15.30 23.76
107 N -17.27 -12.92 16.66
108 O -17.39 -12.91 15.45
109 O -17.80 -12.06 17.31
110 O -16.63 -13.78 17.19